ORCA calculation (the ωB97M-V functional and the def2-TZVPD basis) on a single C5H5Cl3O molecule in a non-equilibrium geometry.

Computed properties:
* F_max: 3.81 eV/A
* net charge: 0
* LUMO level: -0.3424 eV
* HOMO: -8.593 eV
* Kohn-Sham gap: 8.3 eV
* electronic energy: -44875.55337 eV

Last column: Löwdin charge in e.
CARTESIAN COORDINATES (ANGSTROEM)
C 1.36824 -0.33878 -1.06623  -0.48
C -1.05517 -1.07348 -1.24334  -0.51
C 0.11617 -0.48463 -0.55095  -0.31
C -2.58601 -1.20980 -0.96796  -0.75
C -0.07628 -0.31437 0.95595  -0.22
O 1.03895 0.41433 1.60339  -0.08
Cl 1.84827 -0.62478 -2.68494  0.66
Cl -1.36676 -2.87286 -0.67714  0.68
Cl -3.10853 -0.71121 0.50519  0.65
H 2.17431 -0.12294 -0.48192  0.04
H -1.02484 -1.44846 -2.26216  0.06
H 0.01628 -1.33094 1.35559  0.12
H -1.07910 0.10204 0.97257  0.03
H 0.59073 0.86729 2.36590  0.11

Atoms 1-3, force components in eV/Å:
C -3.547 -0.966 -1.003
C -1.611 -1.542 -0.301
C 1.702 0.101 -0.022